(1)
{"formula": "C3H4N4O", "method": "the ωB97M-V functional and the def2-TZVPD basis", "elements": ["H", "N", "C", "N", "C", "N", "C", "O", "N", "H", "H", "H"], "xyz": [[1.511, -1.793, -0.115], [2.266, -0.933, -0.304], [1.800, 0.145, 0.112], [0.372, 0.257, -0.054], [-0.531, 1.346, -0.128], [-1.864, 0.985, -0.151], [-1.911, -0.313, -0.126], [-2.812, -1.112, -0.079], [-0.466, -0.889, -0.095], [2.328, 1.179, 0.098], [-0.204, 2.351, -0.077], [-0.489, -1.224, 0.921]], "lumo_energy_ev": -0.56, "homo_energy_ev": -9.705, "smiles": "[H]/N=C\\n1cnc(=O)[nH]1", "multiplicity": 1, "total_charge": 0}


(2)
{"formula": "C3H4N4O", "method": "the ωB97M-V functional and the def2-TZVPD basis", "elements": ["O", "N", "C", "C", "C", "N", "N", "N", "H", "H", "H", "H"], "xyz": [[-0.424, 2.066, -1.908], [-1.055, 0.995, -1.360], [-0.204, 0.371, -0.562], [-0.884, -0.432, 0.385], [-0.137, -1.124, 1.198], [1.293, -1.171, 0.824], [1.876, -0.294, 0.151], [1.078, 0.660, -0.359], [-1.071, 2.449, -2.439], [-1.922, -0.012, 0.793], [-0.448, -1.687, 2.065], [1.898, -1.820, 1.210]], "lumo_energy_ev": 0.20, "homo_energy_ev": -7.908, "smiles": "O/N=c1/cc[nH]nn1", "multiplicity": 1, "total_charge": 0}


(3)
{"formula": "C3H4N4O", "method": "the ωB97M-V functional and the def2-TZVPD basis", "elements": ["C", "C", "C", "H", "H", "H", "H", "N", "N", "N", "N", "O"], "xyz": [[1.898, -0.500, 0.010], [0.060, 1.157, 0.137], [-1.620, -0.044, -0.059], [3.647, -0.451, -0.803], [1.871, -1.644, -0.186], [0.828, 1.981, 0.496], [-0.234, -2.350, 0.167], [2.933, 0.127, -0.258], [0.618, -0.045, 0.520], [-1.143, 1.253, -0.212], [-0.442, -0.864, 0.122], [-2.738, -0.563, -0.177]], "lumo_energy_ev": -0.84, "homo_energy_ev": -9.303, "multiplicity": 1, "total_charge": 0}


(4)
{"formula": "C3H4N4O", "method": "the ωB97M-V functional and the def2-TZVPD basis", "elements": ["C", "C", "N", "C", "N", "N", "N", "O", "H", "H", "H", "H"], "xyz": [[0.495, -0.726, 1.283], [-1.079, -0.805, 0.748], [-0.318, 0.701, 0.861], [0.113, 0.687, -0.462], [-0.555, 0.003, -1.476], [0.015, 0.824, -2.507], [0.896, 1.770, -2.119], [1.227, 1.576, -0.822], [1.401, -1.513, 0.744], [0.909, -0.449, 2.479], [-1.831, -0.763, 1.596], [-1.274, -1.305, -0.326]], "lumo_energy_ev": 0.20, "homo_energy_ev": -9.904, "smiles": "C1CN1c1nnno1", "multiplicity": 1, "total_charge": 0}


(5)
{"formula": "C3H4N4O", "method": "the ωB97M-V functional and the def2-TZVPD basis", "elements": ["C", "N", "C", "C", "N", "O", "N", "N", "H", "H", "H", "H"], "xyz": [[-0.893, 0.479, -1.867], [-1.088, 0.310, -0.433], [-0.059, 0.108, 0.254], [-0.349, -0.278, 1.668], [0.561, -0.704, 2.492], [1.897, -0.605, 1.948], [2.214, -0.523, 0.655], [1.272, -0.245, -0.177], [0.189, -0.102, -1.969], [-0.782, 1.686, -2.017], [-1.516, -0.007, -2.520], [-1.446, -0.119, 1.967]], "lumo_energy_ev": -0.70, "homo_energy_ev": -9.745, "smiles": "C/N=c1/cnonn1", "multiplicity": 1, "total_charge": 0}


(6)
{"formula": "C3H4N4O2S", "method": "the ωB97M-V functional and the def2-TZVPD basis", "elements": ["C", "C", "O", "O", "N", "N", "N", "N", "C", "S", "H", "H", "H", "H"], "xyz": [[0.117, 1.105, 0.927], [0.411, -0.310, 0.469], [1.188, -0.829, -0.267], [-0.779, -1.011, 0.717], [-0.687, -2.306, 0.220], [-0.511, -3.344, 1.043], [-0.404, -4.388, 0.333], [-0.399, -4.081, -0.962], [-0.476, -2.757, -1.081], [-0.703, -1.796, -2.431], [0.996, 1.614, 1.266], [-0.848, 1.229, 1.594], [-0.011, 1.688, 0.043], [-0.897, -2.827, -3.282]], "lumo_energy_ev": 0.30, "homo_energy_ev": -9.586, "smiles": "CC(=O)On1nnnc1S", "multiplicity": 1, "total_charge": 0}


Let's list frontier orbital gap in order: 9.14 8.10 8.46 10.10 9.04 9.88 eV.
Let's list energy in order: -11180.763 -11178.440 -11178.961 -11174.636 -11177.527 -24062.706 eV.
Let's list energy relative to the best compared isomer or geometry (same formula, charge and spin) in order: 309.31 533.51 483.17 900.51 621.56 320.05 kJ/mol.